# 1
10
Properties=species:S:1:pos:R:3:mulliken_charge:R:1 method="wB97M-V/def2-TZVPD" e_homo_ev="-7.30 / -7.11" gap_ev="7.21 / 7.32"
C -1.411 -0.688 -0.651 -0.195
C 1.214 -0.122 0.147 0.064
N -1.412 0.578 -0.653 -0.246
N 0.552 0.930 0.632 -0.091
P -0.912 1.584 0.565 -0.114
Cl -1.124 -1.584 0.834 -0.106
Cl 3.000 -0.247 0.010 -0.189
H -1.620 -1.250 -1.652 0.372
H 0.659 -0.674 -0.619 0.236
H 1.053 1.474 1.387 0.269

# 2
118
Properties=species:S:1:pos:R:3:mulliken_spin:R:1 method="wB97M-V/def2-TZVPD" spin_multiplicity=2 e_homo_ev="-20.19 / -20.19" gap_ev="8.89 / 1.90" s2=0.754 charge=+5
P 0.125 0.215 -0.578 0.000
F 0.865 -0.343 0.766 0.000
F -0.655 1.278 0.422 0.000
F 1.232 1.355 -0.687 0.000
F -0.660 0.980 -1.840 0.000
F 0.826 -0.868 -1.595 0.000
F -1.130 -0.804 -0.402 0.000
C 2.947 3.772 -2.657 0.010
N 1.616 4.567 -2.805 0.011
C 0.893 4.003 -4.076 0.001
C 0.750 4.289 -1.598 0.002
C 1.893 6.092 -3.007 0.005
C 2.493 6.934 -1.820 0.050
O 3.906 6.604 -1.669 0.801
H 2.603 2.756 -2.465 -0.002
H 3.587 4.119 -1.845 0.001
H 3.578 3.859 -3.542 0.001
H 0.562 2.978 -3.905 0.001
H 1.558 3.994 -4.940 0.000
H -0.024 4.572 -4.229 0.000
H -0.089 4.984 -1.652 0.000
H 1.229 4.597 -0.669 -0.002
H 0.259 3.316 -1.615 0.000
H 0.903 6.481 -3.243 0.003
H 2.435 6.063 -3.952 -0.001
H 1.956 6.876 -0.873 0.037
H 2.522 7.995 -2.066 0.101
H 4.288 6.941 -0.856 -0.020
C -2.691 2.901 2.471 0.000
N -3.676 4.003 1.976 0.000
C -5.105 3.657 2.287 0.000
C -3.245 5.302 2.662 0.000
C -3.388 4.253 0.499 0.000
C -3.763 3.215 -0.545 0.000
O -5.089 2.868 -0.478 0.000
H -2.877 1.926 2.021 0.000
H -2.940 2.674 3.508 0.000
H -1.695 3.327 2.354 0.000
H -5.257 2.626 1.967 0.000
H -5.751 4.284 1.673 0.000
H -5.352 3.747 3.345 0.000
H -3.985 6.077 2.462 0.000
H -2.260 5.602 2.306 0.000
H -3.277 5.046 3.721 0.000
H -2.306 4.353 0.574 0.000
H -3.820 5.231 0.285 0.000
H -3.045 2.396 -0.579 0.000
H -3.593 3.723 -1.494 0.000
H -5.248 2.113 -1.050 0.000
C -1.969 -3.239 4.437 0.000
N -1.608 -1.713 4.230 0.000
C -2.642 -1.291 3.200 0.000
C -1.777 -0.948 5.550 0.000
C -0.197 -1.425 3.583 0.000
C 1.077 -1.609 4.470 0.000
O 1.178 -2.936 4.957 0.000
H -1.161 -3.714 4.993 0.000
H -2.021 -3.770 3.486 0.000
H -2.913 -3.279 4.981 0.000
H -3.652 -1.476 3.565 0.000
H -2.473 -1.923 2.328 0.000
H -2.501 -0.238 2.955 0.000
H -2.727 -1.225 6.008 0.000
H -1.705 0.065 5.155 0.000
H -0.945 -1.117 6.233 0.000
H -0.128 -0.406 3.204 0.000
H -0.115 -1.929 2.620 0.000
H 0.952 -0.993 5.361 0.000
H 1.941 -1.239 3.918 0.000
H 1.838 -2.915 5.654 0.000
C -2.911 -6.395 -4.265 0.000
N -3.654 -5.939 -2.971 0.000
C -5.071 -6.455 -3.111 0.000
C -3.089 -6.762 -1.784 0.000
C -3.536 -4.370 -2.757 0.000
C -2.131 -3.909 -2.233 0.000
O -0.996 -4.311 -3.011 0.000
H -1.836 -6.217 -4.234 0.000
H -3.370 -5.905 -5.124 0.000
H -3.091 -7.469 -4.295 0.000
H -5.514 -5.803 -3.864 0.000
H -5.619 -6.251 -2.191 0.000
H -5.015 -7.511 -3.373 0.000
H -3.533 -6.320 -0.892 0.000
H -2.008 -6.706 -1.656 0.000
H -3.390 -7.797 -1.948 0.000
H -4.335 -4.116 -2.060 0.000
H -3.771 -3.954 -3.737 0.000
H -1.874 -4.395 -1.292 0.000
H -1.972 -2.831 -2.204 0.000
H -0.534 -5.001 -2.529 0.000
C 5.159 1.180 2.471 0.000
C 4.398 0.488 1.292 0.000
C 5.465 -0.299 0.425 0.000
N 4.736 -1.263 -0.514 0.000
C 4.255 -0.378 -1.762 0.000
C 3.662 -2.292 -0.032 0.000
C 3.819 -3.507 -0.931 0.000
C 5.047 -3.357 -1.821 0.000
C 5.819 -2.168 -1.125 0.000
H 5.490 0.490 3.247 0.000
H 4.440 1.757 3.053 0.000
H 6.049 1.775 2.266 0.000
H 3.926 1.294 0.730 0.000
H 3.565 -0.128 1.631 0.000
H 5.910 -0.983 1.146 0.000
H 6.183 0.380 -0.036 0.000
H 5.092 0.111 -2.261 0.000
H 3.551 0.411 -1.499 0.000
H 3.721 -1.041 -2.442 0.000
H 2.806 -1.643 -0.220 0.000
H 3.720 -2.500 1.036 0.000
H 2.962 -3.657 -1.589 0.000
H 3.814 -4.358 -0.250 0.000
H 4.685 -3.165 -2.831 0.000
H 5.663 -4.250 -1.922 0.000
H 6.446 -1.538 -1.757 0.000
H 6.310 -2.550 -0.230 0.000

# 3
65
Properties=species:S:1:pos:R:3:mulliken_spin:R:1 method="wB97M-V/def2-TZVPD" spin_multiplicity=5 e_homo_ev="-11.67 / -14.11" gap_ev="5.91 / 4.60" s2=6.024 charge=+2
P -0.042 -2.077 -2.916 0.019
P 0.048 1.524 -3.021 0.534
C -0.357 -0.977 -4.371 -0.001
C 0.398 0.383 -4.420 0.042
H -1.452 -0.792 -4.404 0.003
H -0.049 -1.554 -5.282 0.002
H 1.500 0.226 -4.465 0.000
H 0.048 0.974 -5.301 0.007
C -1.532 2.269 -3.690 0.072
H -1.894 3.003 -2.937 -0.005
H -2.314 1.487 -3.831 -0.002
H -1.271 2.756 -4.647 0.018
C 1.315 2.749 -3.539 0.098
H 0.928 3.182 -4.485 0.025
H 2.292 2.251 -3.703 -0.002
H 1.397 3.516 -2.746 -0.013
C -1.133 -3.395 -3.529 0.000
H -1.139 -4.220 -2.810 0.000
H -0.738 -3.726 -4.515 0.000
H -2.147 -2.987 -3.639 0.000
C 1.637 -2.703 -3.421 -0.001
H 2.374 -1.874 -3.509 0.001
H 1.507 -3.213 -4.402 0.000
H 1.967 -3.413 -2.644 0.000
Pt 0.278 -0.886 1.609 0.678
C 0.639 1.624 0.152 0.845
C -0.635 1.053 0.328 0.504
C -1.614 0.422 -0.631 0.222
C -1.863 -1.105 -0.793 0.033
C -0.646 -2.084 -1.089 -0.026
C 0.691 -1.576 -0.429 0.097
C 1.375 -0.372 -1.131 0.098
C 1.795 0.887 -0.358 0.084
C 0.460 -2.520 2.661 0.187
H 0.887 2.551 0.682 -0.030
H -1.231 1.672 0.983 -0.036
H -1.510 0.889 -1.681 -0.063
H -2.637 0.799 -0.377 0.000
H -2.373 -1.412 0.125 -0.008
H -2.603 -1.130 -1.625 0.004
H -0.935 -3.169 -0.969 0.008
H 1.383 -2.456 -0.571 0.024
H 0.522 -0.031 -1.852 0.002
H 2.199 -0.634 -1.843 -0.015
H 2.460 0.601 0.460 0.023
H 2.424 1.481 -1.063 0.032
H 1.272 -2.329 3.347 0.016
H 0.668 -3.404 2.081 0.041
H -0.454 -2.656 3.226 -0.002
O -2.209 0.072 3.416 0.082
C -1.122 0.369 3.921 -0.009
N 0.105 0.231 3.262 0.377
S 1.424 1.039 3.964 -0.023
O 2.540 0.157 4.254 0.019
O 1.663 2.293 3.266 0.019
C 0.478 1.343 5.416 0.018
C 0.987 1.887 6.580 -0.008
C 0.139 2.009 7.720 0.013
C -1.240 1.626 7.565 0.007
C -1.721 1.164 6.347 -0.005
C -0.858 0.975 5.259 -0.002
H 2.051 2.229 6.665 0.000
H 0.512 2.359 8.680 0.000
H -1.879 1.709 8.447 0.000
H -2.767 0.936 6.225 0.000

# 4
10
Properties=species:S:1:pos:R:3:mulliken_charge:R:1 method="wB97M-V/def2-TZVPD" e_homo_ev=-9.36 gap_ev=8.76
O 1.785 -0.338 -0.330 -0.279
C 1.013 -1.400 0.668 -0.170
N 1.300 0.852 -0.022 0.232
N 0.093 1.281 0.124 -0.419
C -1.025 0.586 -0.083 -0.063
C -1.107 -0.799 -0.253 -0.106
N -0.104 -1.561 0.138 -0.152
H 1.982 1.461 0.411 0.249
H -1.926 1.194 -0.032 0.347
H -2.012 -1.276 -0.622 0.362

# 5
9
Properties=species:S:1:pos:R:3:mulliken_charge:R:1 method="wB97M-V/def2-TZVPD" e_homo_ev=-10.39 gap_ev=10.67
C 0.903 -1.319 0.838 0.472
C 0.379 0.563 -0.322 -0.750
N 2.036 -2.177 0.671 -0.284
N 2.272 -1.004 1.077 -0.256
O 0.406 -0.871 -0.340 -0.365
H 0.159 -1.277 1.933 0.282
H -0.545 0.908 0.153 0.261
H 0.296 0.860 -1.278 0.253
H 1.287 0.915 0.108 0.387

# 6
23
Properties=species:S:1:pos:R:3:mulliken_charge:R:1 method="wB97M-V/def2-TZVPD" e_homo_ev=-8.93 gap_ev=9.99
C -0.957 1.073 -2.476 -0.508
C -0.713 1.953 -3.693 -0.948
H -1.820 1.388 -1.889 0.282
H -1.092 0.011 -2.675 0.317
H -0.084 1.196 -1.852 -0.028
H 0.333 1.996 -3.978 0.288
H -0.989 2.999 -3.522 0.271
H -1.333 1.726 -4.564 0.295
C 0.733 -2.745 2.655 -1.333
C 0.369 1.107 0.850 -0.703
C 1.155 0.135 0.252 -0.102
C -0.569 0.669 1.780 -0.288
C 1.152 -1.172 0.727 -0.580
C -0.565 -0.625 2.275 -0.564
C 0.338 -1.574 1.790 0.788
H 0.520 2.176 0.777 0.378
H 1.831 0.283 -0.579 0.414
H -1.264 1.369 2.228 0.391
H 1.683 -1.933 0.177 0.311
H -1.219 -0.951 3.076 0.299
H -0.111 -3.021 3.246 0.394
H 1.546 -2.449 3.314 0.280
H 1.059 -3.612 2.079 0.346

# 7
8
Properties=species:S:1:pos:R:3:mulliken_charge:R:1 method="wB97M-V/def2-TZVPD" e_homo_ev=-8.47 gap_ev=9.16
C 0.501 -0.848 0.230 -0.631
C -0.628 -0.352 1.157 0.064
N -0.838 1.028 1.206 -0.561
P 0.053 0.930 -0.238 0.304
H 0.367 -1.492 -0.577 0.262
H -1.177 -0.982 1.781 0.454
H 0.792 1.974 -0.808 0.058
H -0.787 0.509 -1.221 0.050

Number 1: strongest force on any atom 5.4 eV/Å. Number 2: strongest force on any atom 4.0 eV/Å. Number 3: strongest force on any atom 4.4 eV/Å. Number 4: strongest force on any atom 1.0 eV/Å. Number 5: strongest force on any atom 4.3 eV/Å. Number 6: strongest force on any atom 1.6 eV/Å. Number 7: strongest force on any atom 6.5 eV/Å.